{
  "formula": "C20H30F6N10P",
  "method": "ωB97M-V with the def2-TZVPD basis set",
  "homo_energy_ev": -9.696,
  "lumo_energy_ev": 1.68,
  "de_lowest_kj_mol": 0.0,
  "charge": -1,
  "e_tot_ha": -2268.380536,
  "gap_ev": 11.37,
  "elements": ["P", "F", "F", "F", "F", "F", "F", "C", "C", "N", "H", "H", "H", "C", "C", "N", "H", "H", "H", "C", "C", "N", "H", "H", "H", "C", "C", "N", "H", "H", "H", "C", "C", "N", "H", "H", "H", "C", "C", "N", "H", "H", "H", "C", "C", "N", "H", "H", "H", "C", "C", "N", "H", "H", "H", "C", "C", "N", "H", "H", "H", "C", "C", "N", "H", "H", "H"],
  "coordinates": [[20.8763, 7.4857, 14.6432], [20.8085, 6.6622, 16.0632], [22.5001, 7.7669, 14.9485], [21.3484, 6.1940, 13.7760], [21.0722, 8.2826, 13.2089], [19.3367, 7.2899, 14.4879], [20.5725, 8.9159, 15.4073], [24.8391, 6.8274, 10.1253], [24.3546, 7.8282, 9.1338], [23.8227, 8.5987, 8.4048], [24.2234, 6.8940, 11.0223], [25.8832, 7.0608, 10.3340], [24.7701, 5.8460, 9.6562], [19.4938, 2.2843, 14.7351], [19.4356, 0.8114, 14.6036], [19.2767, -0.2949, 14.4607], [18.9381, 2.8317, 13.9737], [20.5283, 2.6179, 14.6543], [19.0517, 2.4084, 15.7236], [23.0664, 12.3424, 12.1675], [23.6534, 13.6130, 12.4779], [24.0827, 14.6160, 12.7240], [23.7470, 11.7137, 11.5934], [22.1742, 12.5053, 11.5628], [22.8202, 11.9872, 13.1681], [20.2681, 5.1469, 9.5592], [19.8994, 5.0409, 8.1419], [19.5754, 4.8958, 7.0554], [20.8365, 4.2542, 9.8203], [19.3526, 5.1120, 10.1497], [20.7903, 6.0870, 9.7371], [24.0553, 5.5724, 19.0422], [23.3455, 4.3705, 19.4062], [22.7074, 3.4599, 19.6847], [24.4033, 5.6201, 18.0104], [24.9349, 5.7089, 19.6713], [23.3318, 6.3498, 19.2878], [14.6806, 5.5404, 14.2784], [13.4615, 5.3528, 13.4470], [12.5317, 5.2007, 12.8035], [15.4551, 4.8522, 13.9398], [14.4706, 5.2783, 15.3154], [15.0214, 6.5748, 14.2341], [17.9383, 10.5186, 10.4164], [17.2113, 9.5259, 9.5834], [16.7792, 8.6817, 8.8723], [18.4914, 11.0769, 9.6612], [18.5976, 9.9305, 11.0548], [17.4086, 11.2982, 10.9638], [24.3288, 10.5444, 17.5969], [25.4827, 9.8145, 17.9795], [26.3920, 9.1353, 18.2439], [24.2623, 11.5700, 17.9602], [23.4944, 9.9069, 17.8894], [24.3739, 10.5547, 16.5079], [19.4408, 6.4929, 20.2380], [20.0847, 7.6525, 20.7593], [20.6290, 8.5631, 21.2656], [18.7489, 6.8612, 19.4806], [18.9516, 5.8968, 21.0084], [20.1761, 5.9174, 19.6757], [17.5980, 11.7748, 15.5119], [16.6930, 10.7613, 16.0128], [15.9213, 9.9131, 16.3375], [18.1409, 11.6679, 14.5727], [18.0734, 11.8892, 16.4861], [16.9643, 12.6505, 15.3712]],
  "nbo_charge": [2.595, -0.597, -0.612, -0.594, -0.608, -0.577, -0.605, -0.716, 0.289, -0.347, 0.274, 0.249, 0.251, -0.714, 0.293, -0.352, 0.255, 0.263, 0.254, -0.721, 0.291, -0.349, 0.262, 0.252, 0.265, -0.717, 0.292, -0.344, 0.248, 0.258, 0.262, -0.727, 0.300, -0.358, 0.270, 0.254, 0.261, -0.714, 0.293, -0.346, 0.251, 0.250, 0.266, -0.723, 0.284, -0.333, 0.251, 0.271, 0.249, -0.734, 0.302, -0.360, 0.253, 0.275, 0.265, -0.736, 0.301, -0.355, 0.266, 0.255, 0.270, -0.728, 0.294, -0.349, 0.270, 0.269, 0.244]
}